1.
65
Properties=species:S:1:pos:R:3 method="wB97M-V/def2-TZVPD" e_above_lowest_kcal_mol=101.3 charge=+1 gap_ev=6.526
H 5.61 4.08 -4.55
H 0.44 -5.67 3.28
H -4.68 0.87 1.35
H 4.95 0.86 -0.05
H -3.50 2.04 -0.39
H 0.42 -3.48 0.01
H 1.21 -5.17 -0.30
H 6.11 2.55 -5.31
H 2.53 -3.19 4.03
C 3.98 0.28 0.35
H -2.93 0.30 1.77
N 2.68 0.99 0.61
H 1.04 3.82 -2.67
H -7.87 -0.04 3.99
H 2.86 3.97 -5.55
H -4.19 -0.89 0.83
N 1.49 0.54 1.09
H 3.77 2.98 0.58
H -2.04 1.21 -3.04
H -1.00 0.95 0.02
H -1.59 -0.46 -1.21
H 3.34 3.32 -1.87
H 0.25 1.83 -3.70
H -0.04 -4.88 1.19
H 5.16 3.74 -6.22
C -3.79 0.21 0.94
H -7.75 -0.05 1.69
H 2.75 1.53 -1.85
C 2.59 -2.04 1.19
C 4.02 2.63 -4.76
C 0.84 -4.44 0.55
H 5.00 -2.00 0.45
H 2.91 -5.01 3.75
H 0.34 3.30 -0.90
C -7.00 -0.42 3.45
S -0.32 -1.51 2.05
C -1.73 0.66 -0.85
O 2.99 3.59 -4.66
C -7.06 -1.92 3.29
C 0.21 1.70 -2.52
H 0.71 -4.93 5.03
C -3.32 0.88 -0.49
O -6.94 0.21 2.17
H -0.45 -0.97 3.37
C 1.37 -0.91 1.39
H -6.10 -0.13 4.00
H 4.17 2.19 -3.76
C 5.30 3.28 -5.24
C 2.71 2.50 0.28
H -0.21 -3.91 3.65
C 1.00 2.99 -1.83
H 1.83 3.09 0.78
H -7.09 -2.42 4.26
H 0.79 0.69 -2.30
C 0.66 -4.66 3.87
P 2.39 -3.92 1.54
C -1.39 1.62 -2.13
H -3.96 0.39 -1.36
H -6.19 -2.29 2.73
C 4.02 -1.36 0.64
H -7.94 -2.21 2.71
H -1.75 2.74 -1.96
C 2.15 -4.14 3.44
H 3.71 1.84 -5.44
C 2.55 2.60 -1.37

2.
68
Properties=species:S:1:pos:R:3 method="wB97M-V/def2-TZVPD" charge=+1 gap_ev=4.220
H -3.73 0.59 -5.13
H 2.54 0.84 2.00
H 0.39 2.49 2.73
H -0.66 4.71 -1.01
H 0.69 -3.74 3.03
C -2.48 3.55 -0.46
H 1.17 0.71 0.81
O 3.24 -0.91 -0.27
C 1.75 0.11 1.59
S 3.07 -1.71 -4.11
C 1.84 -4.78 -0.01
C -2.10 1.65 -4.02
H -1.38 -0.21 3.42
O 2.21 0.80 -1.47
C -0.02 3.15 0.54
C -1.31 1.24 1.73
H 4.43 -2.27 1.39
H -1.27 1.04 -3.49
H -3.03 3.18 0.49
H 2.20 -5.80 0.40
H -1.69 1.92 -5.05
H -1.32 3.57 -3.16
H -1.56 1.66 -1.45
C 0.79 -4.34 2.07
H -4.12 -1.39 -3.41
C 2.44 -0.43 -1.31
P 1.68 -1.51 -2.72
H 0.07 2.31 -0.23
H -2.38 1.44 2.11
H 1.28 -2.79 -2.19
H -4.28 1.16 -3.48
C 2.57 -1.14 1.01
H -1.45 1.01 0.61
C -0.47 2.56 1.99
H 1.03 3.60 0.63
H -1.20 3.37 2.41
Ag -1.31 4.50 3.76
H 4.35 -2.57 3.89
H 0.89 -1.19 3.32
H -3.17 4.38 -0.89
C -2.30 2.97 -3.08
H 4.50 -0.59 2.11
H -3.42 1.84 -1.53
H 0.58 -0.81 -3.32
H 0.93 0.61 3.59
C 3.81 -1.50 1.99
H -2.47 -1.37 -4.19
C -3.15 -0.77 -3.48
H -2.68 -0.81 -2.44
N 1.91 -3.84 1.18
H -3.20 3.59 -3.40
B 1.58 -2.44 0.77
H 0.74 -4.93 -0.30
H -0.22 -4.34 1.55
H 0.14 -1.30 -0.09
O 0.27 -2.25 0.14
H 2.46 -4.42 -0.90
H 3.20 -1.16 4.10
C 0.74 -0.20 2.79
C -0.81 -0.10 2.42
H 0.98 -5.43 2.39
C -1.07 4.19 -0.07
C -3.39 0.71 -4.04
C 3.44 -2.06 3.41
H 2.59 -2.81 3.47
C -2.42 2.40 -1.57
H -1.25 5.04 0.69
H -1.19 -0.99 1.79

3.
73
Properties=species:S:1:pos:R:3 method="wB97M-V/def2-TZVPD" gap_ev=7.326
H -4.18 -4.52 1.21
H -3.35 -3.29 3.05
C -3.51 -2.29 3.48
H -4.43 0.88 -2.76
H -7.63 0.13 0.96
H 0.70 4.56 -2.08
C -3.70 -4.37 0.23
H -3.78 -2.43 4.54
C 1.43 -2.53 -2.57
H -6.00 0.90 2.97
H 3.99 0.66 -1.99
N 2.44 0.17 1.18
Te -2.03 -0.18 -0.54
N 1.09 -1.13 -0.87
N 3.42 0.27 0.28
B 3.02 0.53 -1.21
H -4.26 0.99 3.36
H 5.10 0.02 3.06
H -7.78 -0.76 -0.57
H 0.38 1.01 3.39
H -6.89 -3.51 0.03
N 0.90 1.72 -0.47
H -8.08 0.99 -0.53
H -6.11 1.48 -2.83
H -4.14 2.54 0.01
H -1.27 0.51 2.96
H -4.32 -2.26 -3.18
H -5.39 2.33 1.27
H -7.29 -1.81 2.05
H 2.32 -0.16 3.26
H -3.82 -3.96 -2.97
Sn 0.39 -0.14 1.11
N 2.04 1.75 -1.25
H -0.69 2.12 2.28
H 3.17 -1.32 -3.31
C 0.25 2.86 -0.70
C -6.40 -3.38 -0.94
C -7.44 0.19 -0.13
Si -5.67 0.64 -0.58
C -5.47 0.67 -2.45
C 4.61 0.23 0.88
C 0.66 -2.28 -1.41
H -6.36 -3.33 2.19
C -3.78 -2.95 -2.52
H -3.75 -5.32 -0.32
H 1.37 -3.34 -3.25
C 4.38 0.04 2.27
H -5.38 0.20 4.49
Si -4.21 -0.97 0.29
C -5.15 0.34 3.41
C -0.46 1.16 2.63
Si -4.55 -3.04 -0.80
H -5.82 3.07 -0.29
C 2.33 -1.49 -2.67
Si -4.85 -1.32 2.57
C 2.02 2.86 -2.03
H -6.82 -2.43 3.65
H -2.64 -4.13 0.40
H 5.49 0.42 0.28
H -6.93 -2.59 -1.50
H -5.78 -0.27 -2.91
C -5.20 2.30 0.19
H 2.78 3.06 -2.79
H -2.73 -2.63 -2.49
H -0.17 -2.87 -1.04
H -0.69 3.15 -0.24
C -6.47 -2.31 2.60
C 3.02 -0.02 2.42
H -6.52 -4.32 -1.50
C 0.94 3.60 -1.67
H -2.55 -1.76 3.45
H 0.61 -1.69 1.97
N 2.12 -0.65 -1.65

4.
68
Properties=species:S:1:pos:R:3 method="wB97M-V/def2-TZVPD" e_above_lowest_kcal_mol=7.7 charge=+1 spin_multiplicity=2 gap_ev="8.234 / 7.496"
H 4.45 -0.56 -0.42
C -0.80 -0.56 -3.16
H 0.71 0.65 -4.08
N -1.04 -0.45 3.42
C -0.50 0.20 -0.63
H -0.95 3.39 -0.09
H 1.38 -0.68 -3.02
C 4.24 -0.34 -1.45
C 0.22 -1.00 4.01
C 3.45 1.82 -0.58
N -1.02 -2.55 1.51
C -0.69 -0.03 -1.82
C -2.10 -1.42 3.59
H 2.32 -2.61 1.78
H -2.22 -1.85 4.61
C -1.21 -2.09 -2.96
Sb -2.51 1.45 0.91
H -1.85 -0.48 -5.06
C -1.57 3.40 0.83
C 3.82 1.73 -2.88
H -3.03 -0.93 3.34
H -1.32 0.38 3.92
H -1.46 -2.79 0.64
H 1.31 0.63 3.32
H 0.39 -3.99 0.94
H 1.67 -2.04 0.19
N 3.85 1.03 -1.57
H -2.70 -3.24 2.59
H -1.41 1.06 -4.29
H -3.07 1.74 -1.67
H -1.20 -3.34 3.46
H 3.16 1.24 -3.62
H 3.58 4.01 -2.99
C -1.78 0.06 -4.08
C -1.77 -2.73 2.74
H -4.74 1.16 2.52
C 3.17 3.05 -2.53
H 3.46 -1.11 -1.67
Cu -0.73 -0.39 1.19
H -3.31 1.73 3.46
H -1.24 -2.65 -3.91
H -2.18 4.29 0.85
H 0.27 -0.75 5.10
C 0.62 -0.43 -3.76
H -0.89 3.47 1.69
H 4.84 1.94 -3.24
H 5.07 -0.49 -2.17
H 2.38 -0.70 3.60
H -2.75 0.26 -3.65
H 0.09 -2.09 3.88
H -0.58 -2.64 -2.29
H 2.82 3.74 -0.43
H -4.61 2.03 -0.72
H 0.58 -3.50 2.55
H 1.70 -0.13 1.20
H -4.32 2.78 2.54
C 0.33 -3.12 1.59
H 2.09 3.01 -2.79
H -2.22 -2.12 -2.49
C -3.87 1.79 2.53
N 3.32 3.10 -1.06
H 0.71 -1.04 -4.68
C -3.70 1.39 -0.87
S 3.33 1.37 1.02
N 1.21 -0.79 1.75
C 1.40 -0.49 3.16
C 1.46 -2.15 1.26
H -4.07 0.39 -1.02